Entry from OMol25: a 6-piece molecular cluster, C2H18NO5 overall (ωB97M-V/def2-TZVPD).

```
26
Properties=species:S:1:pos:R:3:mulliken_charge:R:1
C -1.70 -0.32 -2.69 -1.123
C -1.10 -0.11 -1.32 -0.320
N 0.27 0.65 -1.16 -0.246
H -0.85 -0.38 -3.39 0.290
H -2.27 -1.23 -2.79 0.356
H -2.37 0.42 -3.18 0.336
H -1.85 0.50 -0.78 0.303
H -1.00 -1.06 -0.81 0.368
H 0.89 -0.14 -1.43 0.343
H 0.32 0.98 -0.22 0.319
H 0.38 1.29 -1.94 0.420
H -0.67 -1.56 4.80 0.359
H -0.24 -2.45 3.55 0.353
O -0.65 -1.63 3.84 -0.615
H 2.29 2.74 -2.23 0.309
H 2.29 3.36 -0.88 0.298
O 1.98 2.56 -1.33 -0.599
H 0.00 -0.01 1.91 0.336
H 1.36 -0.71 1.94 0.330
O 0.90 0.02 1.51 -0.521
H 2.31 -1.71 -2.84 0.343
H 3.07 -0.50 -2.40 0.334
O 2.35 -1.08 -2.11 -0.717
H -2.45 -0.81 3.29 0.454
H -3.18 0.58 3.07 0.459
O -2.56 -0.06 2.64 -0.170
```

The LUMO energy (spin up / spin down) is -6.92 / -14.78 eV. The charge is +2. As for the spin multiplicity: 2. The calculation puts the HOMO energy (spin up / spin down) at -17.865 / -17.865 eV. The value obtained for the frontier orbital gap (spin up / spin down) is 0.4022 / 0.1134 Ha. For the energy above the lowest of the compared OMol25 structures with the same formula, charge and spin, the calculation gives 0.0 kJ/mol.